[1]
Here is 6 unconnected molecules or ions with the total composition H12O6 from the Open Molecules 2025 dataset. Energies are from ωB97M-V with the def2-TZVPD basis set.

XYZ file:
```
18
Properties=species:S:1:pos:R:3:forces:R:3:nbo_charge:R:1
O -1.64226 30.62169 -6.27642 -3.768 0.747 -0.035 -0.9375
H -2.49730 31.18931 -6.10861 2.724 -1.392 -0.735 0.4673
H -0.95714 31.06301 -5.81426 1.027 0.788 0.718 0.4715
O -7.45801 28.63943 -7.70636 -0.930 0.459 0.302 -0.9275
H -8.21929 29.14737 -8.02655 0.002 0.003 0.398 0.4854
H -7.07464 28.36837 -8.52772 0.694 -0.568 -0.799 0.4818
O -3.79205 31.43998 -9.32279 -1.180 1.115 -1.722 -0.9875
H -4.42499 31.87225 -10.00939 1.464 -1.327 2.263 0.4718
H -4.31765 31.04953 -8.59596 -0.281 0.299 -0.772 0.4941
O -5.41036 30.34348 -7.34476 -5.989 3.019 -5.274 -0.9914
H -6.21804 29.76264 -7.30430 0.602 0.514 -0.363 0.5004
H -4.89193 29.98670 -6.77095 5.436 -3.468 5.998 0.4707
O -4.05612 29.43281 -4.95482 -14.303 -0.504 4.429 -0.8992
H -4.36252 30.24265 -4.38600 0.490 -2.497 -1.489 0.4626
H -3.28898 29.63116 -5.10658 13.931 2.881 -2.890 0.4428
O -7.23300 32.40312 -8.39225 -0.875 0.702 -0.418 -0.9538
H -6.70181 31.96869 -7.74187 0.891 -0.631 0.638 0.4842
H -7.66113 33.12015 -7.90532 0.065 -0.139 -0.250 0.4644
```
Positions in Å, forces in eV/Å.

Summary:
Frontier orbital gap (eV): 10.662
Structure (SMILES): O.O.O.O.O.O
Spin multiplicity: 1
E_HOMO (Ha): -0.3785
Largest force on an atom (eV Å⁻¹): 15.0

=====

[2]
Here is 2 unconnected molecules or ions with the total composition C3H11N2O2 from the Open Molecules 2025 dataset. Energies are from ωB97M-V with the def2-TZVPD basis set.

XYZ file:
```
18
Properties=species:S:1:pos:R:3:forces:R:3:nbo_charge:R:1
C -0.56340 1.37753 -0.26361 0.032 -0.278 -1.056 -0.2100
C -0.91342 0.24086 0.68312 0.110 0.791 0.519 -0.5248
C 0.31960 -0.34078 1.37625 -0.638 -0.430 0.132 0.6837
N 0.14350 -0.64251 2.67780 0.143 0.297 0.477 -0.7808
O 1.33981 -0.59247 0.75609 0.357 0.054 -0.014 -0.6471
N 0.49630 0.90092 -1.20270 1.018 0.002 -0.608 -0.7094
H -0.23183 2.33501 0.13248 0.073 -0.275 0.525 0.2319
H -1.41060 1.58594 -0.90440 -0.325 0.160 0.049 0.2266
H -1.56855 0.66108 1.44092 -0.272 -0.065 0.025 0.2428
H -1.48828 -0.51598 0.13495 0.398 -0.084 0.236 0.2630
H -0.54048 -0.15815 3.23920 -0.210 -0.171 -0.287 0.4056
H 0.91246 -1.00508 3.22330 0.179 -0.067 -0.328 0.4196
H 1.33923 0.59179 -0.68404 -0.357 -0.023 0.264 0.4694
H 0.79150 1.59362 -1.88963 -0.256 0.163 0.053 0.4276
H 0.23592 0.03629 -1.71115 -0.169 -0.145 0.088 0.4678
H 1.12936 -2.16591 -2.14837 -0.455 0.228 0.358 0.5004
H -0.22816 -2.11937 -2.82534 0.064 0.202 0.510 0.4969
O 0.23702 -1.78280 -2.03487 0.309 -0.358 -0.943 -0.9632
```
Positions in Å, forces in eV/Å.

Summary:
Frontier orbital gap (eV): 11.142
Spin multiplicity: 1
E_HOMO (Ha): -0.5199
Largest force on an atom (eV Å⁻¹): 1.2
Charge: +1

=====

[3]
Here is a molecular structure, C35H31GeIN2O4W from the Open Molecules 2025 dataset. Energies are from ωB97M-V with the def2-TZVPD basis set.

XYZ file:
```
75
Properties=species:S:1:pos:R:3:forces:R:3:mulliken_spin:R:1
W 1.38960 1.95306 -2.11561 -1.308 -1.146 1.219 1.3058
C 0.67200 6.29026 -0.67551 1.123 0.655 2.694 0.0047
C 1.96484 5.88796 -1.33611 -2.114 3.025 0.003 -0.0165
N 2.94759 6.72300 -1.71422 -1.071 1.742 1.893 0.1015
C 4.01702 6.41607 -2.33545 2.789 -0.353 -1.333 -0.0281
C 4.30810 5.13874 -2.94248 -4.206 0.246 1.411 0.1313
C 5.59296 4.73949 -3.49820 2.533 0.621 0.567 0.0036
O 6.13243 3.83612 -2.52770 -0.053 -0.324 0.047 0.0302
C 3.19191 4.25974 -2.61841 0.778 1.185 -0.006 0.1618
C 3.25321 2.86522 -2.92047 0.660 -0.089 1.150 0.1418
N 3.34051 1.91166 -1.90848 -1.974 0.328 0.519 0.0376
C 4.18855 0.78308 -1.84577 -1.611 -1.459 -1.092 -0.0057
C 5.12200 0.60972 -0.86922 1.465 1.263 2.639 0.0121
C 5.79092 -0.61519 -0.70963 -0.298 -0.136 -0.271 -0.0005
C 5.48345 -1.67605 -1.57167 0.654 1.526 1.695 0.0053
C 4.45592 -1.53081 -2.44547 -1.089 -0.957 -1.192 -0.0081
C 3.76594 -0.36059 -2.59513 1.463 0.910 0.713 0.0230
I 2.21285 -0.22397 -3.93210 -0.505 0.366 -0.009 0.0258
C 2.08225 4.69779 -1.82521 0.586 -4.693 -2.736 0.0187
O 0.98981 3.76709 -1.84752 1.269 -1.149 0.511 0.0373
H -0.16006 5.59897 -0.60981 0.306 -0.398 -0.637 -0.0012
H 0.29679 7.27500 -0.81928 -0.079 0.845 -1.301 -0.0004
H 0.92421 6.47614 0.39541 0.112 -0.522 -0.236 -0.0019
H 4.79433 7.21603 -2.41841 -0.727 -0.577 -0.180 0.0073
H 6.28839 5.61879 -3.55943 -0.826 -0.463 -0.169 -0.0005
H 5.71854 4.21279 -4.42441 -0.835 -0.100 -0.670 0.0027
H 6.35677 4.37170 -1.76574 0.315 -0.062 0.433 -0.0030
H 3.58391 2.54861 -3.84033 1.354 -0.424 -2.182 0.0030
H 5.30409 1.42991 -0.05721 -0.351 -1.457 -1.895 -0.0001
H 6.45294 -0.75125 0.14783 -0.029 0.095 -0.469 0.0007
H 5.93093 -2.63038 -1.49771 0.589 -0.722 0.260 0.0000
H 4.14885 -2.44143 -2.93588 -0.173 0.074 -0.469 -0.0020
O -0.45937 0.92281 -2.31787 0.701 1.671 -0.481 0.0102
C -0.35215 0.35687 -1.18475 1.134 -1.685 0.961 -0.0428
O 0.92297 0.32373 -0.73044 -2.275 1.677 -1.402 0.0429
C -1.55197 -0.34401 -0.52362 1.433 0.129 -0.122 -0.0013
C -1.06200 -1.27425 0.56119 1.980 0.571 1.177 0.0051
Ge -2.45204 -2.25841 1.39012 -1.924 -1.052 0.482 -0.0009
C -3.83751 -0.97552 1.75153 -1.311 0.114 0.063 0.0002
C -5.04707 -0.83738 1.02793 0.736 0.141 0.430 0.0002
C -6.05525 0.06342 1.32855 2.950 -0.584 1.979 0.0001
C -5.91479 0.86244 2.48389 -1.077 -0.354 -2.195 0.0001
C -4.77078 0.73591 3.18528 1.761 -1.419 0.210 0.0000
C -3.73482 -0.19402 2.86657 0.115 1.384 0.950 0.0001
C -1.73469 -2.93325 3.04960 -2.378 0.351 1.788 -0.0002
C -2.35757 -2.82340 4.33915 0.476 0.350 -1.081 0.0001
C -1.62128 -3.00799 5.50926 -0.553 -0.126 -1.065 0.0000
C -0.29421 -3.41730 5.41117 0.562 -0.654 1.957 0.0000
C 0.25785 -3.63300 4.17603 3.016 -0.805 0.677 0.0000
C -0.48549 -3.41616 3.05874 2.400 -0.905 -2.647 0.0000
C -3.24965 -3.65060 0.22275 -0.533 -0.169 1.074 -0.0003
C -2.71977 -4.16948 -0.92956 -1.925 -1.466 -0.761 0.0000
C -3.43765 -5.18794 -1.64361 0.129 0.462 0.596 0.0000
C -4.61949 -5.73610 -1.16010 -0.444 1.510 1.625 0.0000
C -5.17655 -5.21092 0.06764 1.694 0.496 -0.878 0.0000
C -4.48202 -4.20199 0.72782 1.241 -0.127 -1.595 0.0001
H -2.05762 -0.96833 -1.28735 0.255 0.610 -0.048 -0.0006
H -2.29574 0.40027 -0.18954 0.345 -0.062 -0.058 0.0006
H -0.26156 -0.91376 1.31133 -1.671 0.105 -1.040 -0.0005
H -0.54591 -2.10888 0.15474 0.864 -0.668 -1.120 0.0007
H -5.15144 -1.52615 0.23983 -0.502 -0.584 -1.196 0.0000
H -6.88028 0.02823 0.73946 -2.492 0.286 -1.493 0.0000
H -6.71783 1.55969 2.68615 0.213 0.048 0.489 0.0000
H -4.63312 1.25774 4.06899 0.157 1.210 1.566 0.0000
H -2.82887 -0.25737 3.51850 -0.958 0.190 -0.463 0.0000
H -3.41722 -2.59578 4.36381 0.087 0.267 0.265 0.0000
H -2.12481 -2.83376 6.44165 0.070 -0.203 0.388 0.0000
H 0.27525 -3.71771 6.33977 -0.631 0.764 -1.129 0.0000
H 1.37643 -3.94372 4.05356 -2.317 0.353 0.397 0.0000
H 0.00585 -3.72088 2.10340 -0.327 0.595 0.531 0.0000
H -1.83707 -3.83889 -1.40888 0.984 0.539 -0.142 0.0000
H -3.03125 -5.47280 -2.60540 -0.084 -0.307 0.031 0.0000
H -5.22142 -6.45723 -1.67768 0.192 -0.328 -0.408 0.0000
H -6.11825 -5.52307 0.48416 -0.144 -0.369 -0.142 0.0000
H -4.84137 -3.75834 1.61560 -0.694 0.192 0.930 0.0000
```
Positions in Å, forces in eV/Å.

Summary:
Frontier orbital gap (spin up / spin down) (eV): 3.750 / 1.918
Spin multiplicity: 3
Expectation value of S²: 2.030
E_HOMO (spin up / spin down) (Ha): -0.4553 / -0.4553
Largest force on an atom (eV Å⁻¹): 5.5
Charge: +2